Formula: C29H21N9OZn
Source: the Open Molecules 2025 dataset
Level of theory: ωB97M-V/def2-TZVPD

The orbital gap is 8.206 eV. As for the HOMO energy: -8.63 eV.

```
! RIJCOSX wB97M-V def2-TZVPD def2/J DEFGRID3
* xyz 0 1
Zn -1.8621 -0.4661 0.4499
C -1.8104 -0.7238 4.7915
C -1.8462 0.6327 5.0868
C -1.8968 1.5581 4.0586
C -1.9131 1.1324 2.7274
C -1.8770 -0.2407 2.4083
C -1.8245 -1.1453 3.4662
C -1.9661 2.1199 1.6091
C -2.0346 3.5225 1.8215
C -2.0588 4.3713 0.7597
C -2.0233 3.8667 -0.5626
C -2.0588 4.6839 -1.7149
C -2.0426 4.1222 -2.9604
C -1.9954 2.7178 -3.1043
C -1.9582 1.9045 -2.0065
C -1.9688 2.4679 -0.7085
N -1.9323 1.6429 0.3756
H -1.7736 -1.4524 5.5933
H -1.8406 0.9707 6.1162
H -1.9284 2.6099 4.3154
H -1.8013 -2.2108 3.2608
H -2.0754 3.9196 2.8242
H -2.1128 5.4438 0.9167
H -2.0996 5.7603 -1.5931
H -2.0759 4.7489 -3.8428
H -1.9987 2.2834 -4.0969
H -1.9332 0.8225 -2.1018
C 0.2999 -1.7984 -2.3611
C 0.8357 -0.8772 -1.3171
N 0.1913 -0.4208 -0.2595
C 1.0730 0.3874 0.4368
C 2.2613 0.4219 -0.2082
N 2.0994 -0.3776 -1.3268
C 3.1429 -0.6848 -2.2885
N 4.3314 -1.1463 -1.6292
N 5.4972 -0.4589 -1.7631
N 6.3951 -1.0309 -1.0560
C 5.8291 -2.1245 -0.4196
C 6.3840 -3.0571 0.4605
C 5.5494 -4.0384 0.9462
C 4.1902 -4.1021 0.5754
C 3.6294 -3.1904 -0.2915
C 4.4889 -2.2031 -0.7827
H -0.7440 -2.0096 -2.1440
H 0.8510 -2.7431 -2.3777
H 0.3665 -1.3515 -3.3555
H 0.7889 0.8677 1.3616
H 3.1919 0.9227 0.0114
H 3.4246 0.1954 -2.8571
H 2.7661 -1.4432 -2.9674
H 7.4285 -2.9985 0.7423
H 5.9388 -4.7804 1.6325
H 3.5696 -4.8876 0.9902
H 2.5812 -3.2364 -0.5637
O -2.5216 -1.6253 -1.0222
N -3.6594 -2.0065 -1.4922
C -4.7494 -1.4201 -1.1176
C -4.8226 -0.3081 -0.1994
N -4.9012 0.5712 0.5373
C -5.9907 -1.8855 -1.6825
N -7.0073 -2.2229 -2.1009
*
```



Formula: C45H41S4Sb2SiTi
Source: the Open Molecules 2025 dataset
Level of theory: ωB97M-V/def2-TZVPD

The orbital gap is 6.679 eV. For the energy relative to the best compared isomer or geometry (same formula, charge and spin), the calculation gives 0.000 eV. As for the HOMO energy: -4.33 eV.

```
! RIJCOSX wB97M-V def2-TZVPD def2/J DEFGRID3
* xyz -1 1
Ti -2.6975 0.2675 0.7066
S -1.9487 -1.8942 0.3417
S -2.1204 -1.2735 2.3315
S -4.1572 1.7416 1.8190
S -4.9181 0.1540 0.6944
C 1.3590 -0.9573 -1.1999
C 2.4650 -1.8638 -0.6396
C 1.9394 -2.7873 0.4562
Sb 1.5774 -1.6571 2.2601
C 3.5607 -2.0607 3.0315
C 4.4048 -1.0011 3.3553
C 5.6910 -1.2272 3.8359
C 6.1472 -2.5246 4.0067
C 5.3133 -3.5934 3.6969
C 4.0338 -3.3607 3.2143
C 0.6944 -3.2498 3.3888
C 0.3060 -4.4584 2.8201
C -0.2687 -5.4568 3.5988
C -0.4598 -5.2582 4.9575
C -0.0793 -4.0540 5.5350
C 0.4889 -3.0591 4.7534
Sb 1.7148 1.1577 -1.4447
C 0.4376 2.0436 0.0500
C -0.3478 1.4404 1.0359
C -0.9185 2.1970 2.0577
C -0.7895 3.5820 2.0649
C -0.0687 4.1999 1.0589
C 0.5436 3.4331 0.0665
C 3.4665 1.3201 -0.1833
C 4.6812 0.8936 -0.7238
C 5.8736 1.0376 -0.0269
C 5.8748 1.6403 1.2237
C 4.6785 2.0821 1.7693
C 3.4848 1.9159 1.0763
H 0.4374 -1.0545 -0.6176
H 1.0997 -1.2682 -2.2084
H 3.3103 -1.2883 -0.2572
H 2.8693 -2.4716 -1.4556
H 2.6482 -3.5801 0.6990
H 0.9937 -3.2380 0.1466
H 4.0623 0.0189 3.2194
H 6.3335 -0.3873 4.0726
H 7.1468 -2.7065 4.3823
H 5.6614 -4.6101 3.8352
H 3.3904 -4.2056 2.9905
H 0.4302 -4.6299 1.7584
H -0.5757 -6.3874 3.1370
H -0.9126 -6.0333 5.5634
H -0.2356 -3.8850 6.5935
H 0.7653 -2.1175 5.2167
H -0.3836 0.3518 1.1177
H -1.4576 1.6957 2.8515
H -1.2463 4.1654 2.8534
H 0.0367 5.2781 1.0473
H 1.1306 3.9387 -0.6951
H 4.7054 0.4379 -1.7097
H 6.8001 0.6841 -0.4627
H 6.8022 1.7620 1.7696
H 4.6683 2.5508 2.7466
H 2.5607 2.2562 1.5306
C -4.9916 5.0566 -1.4634
C -5.6877 4.0119 -2.0533
C -5.0815 2.7712 -2.2166
C -3.7722 2.5423 -1.7933
C -3.0987 3.6052 -1.1812
C -3.6902 4.8490 -1.0246
Si -2.9162 0.8488 -1.8929
C -4.0444 -0.2875 -2.9126
C -4.5262 -1.5009 -2.4205
C -5.3299 -2.3262 -3.2006
C -5.6721 -1.9483 -4.4899
C -5.2045 -0.7435 -5.0001
C -4.3963 0.0700 -4.2193
C -1.4928 1.1396 -3.1463
C -0.9999 2.3923 -3.5281
C -0.0331 2.5273 -4.5184
C 0.4761 1.4078 -5.1566
C 0.0085 0.1507 -4.7963
C -0.9598 0.0256 -3.8094
H -5.4648 6.0227 -1.3334
H -6.7100 4.1601 -2.3813
H -5.6454 1.9610 -2.6649
H -2.0958 3.4527 -0.7918
H -3.1436 5.6505 -0.5403
H -4.2669 -1.8042 -1.4121
H -5.6885 -3.2655 -2.7965
H -6.2997 -2.5895 -5.0976
H -5.4674 -0.4414 -6.0072
H -4.0258 1.0024 -4.6344
H -1.3953 3.2863 -3.0628
H 0.3204 3.5150 -4.7906
H 1.2311 1.5109 -5.9265
H 0.3935 -0.7347 -5.2900
H -1.3323 -0.9640 -3.5613
*
```



Formula: C18H18Cl3IrNS5Se2
Source: the Open Molecules 2025 dataset
Level of theory: ωB97M-V/def2-TZVPD

The orbital gap (spin up / spin down) is 3.929 / 3.815 eV. For the energy relative to the best compared isomer or geometry (same formula, charge and spin), the calculation gives 0.801 eV. As for the HOMO energy (spin up / spin down): -10.08 / -13.16 eV. As for the expectation value of S²: 8.835.

```
! RIJCOSX wB97M-V def2-TZVPD def2/J DEFGRID3
* xyz 2 6
Ir 0.4496 -3.0796 -0.5148
C 1.8661 -0.4362 0.6344
Se 2.5462 -1.6156 -0.8261
C 3.6172 -3.0233 0.0979
C 2.9427 -4.3634 0.3688
Se 1.8571 -4.9951 -1.2872
C 0.8905 -6.5864 -0.5190
H 2.7314 -0.0456 1.1817
H 1.1839 -0.9970 1.2815
H 1.3408 0.3841 0.1837
H 4.0365 -2.5334 1.0011
H 4.5158 -3.1261 -0.5570
H 2.2044 -4.3135 1.1760
H 3.6477 -5.2596 0.4961
H 1.4143 -7.4618 -0.9137
H -0.1410 -6.5490 -0.8538
H 1.0454 -6.6238 0.5499
C -0.6686 -1.4689 -0.5595
C -1.4653 -0.5009 -0.3308
C -2.4221 0.5247 -0.0315
C -3.7589 0.2482 -0.4794
C -4.7042 1.2585 -0.3701
C -4.4398 2.5077 0.2200
C -3.2296 2.6222 0.8736
C -2.2545 1.6306 0.7633
H -4.0259 -0.7147 -0.8519
H -5.6916 1.0648 -0.7680
H -5.1935 3.3040 0.0956
H -3.0991 3.5563 1.4506
H -1.2592 1.8070 1.1704
C 4.4833 7.2621 -0.1427
S 3.4230 6.2734 0.9800
C 1.8599 6.0929 0.1969
C 1.2015 4.8600 0.4604
S 1.8069 3.6061 1.3007
S -0.3599 4.7859 -0.3399
C -0.4855 6.3854 -0.9058
S -1.8309 7.0321 -1.6230
S 0.9533 7.3840 -0.4156
H 5.3358 7.5694 0.5087
H 3.8823 8.0892 -0.5176
H 4.7849 6.6531 -1.0400
Cl -4.8929 -4.3675 -0.8717
C -3.4777 -5.3956 -0.2499
Cl -3.3072 -6.9070 -1.1659
Cl -3.9055 -5.8524 1.5253
C -2.2261 -4.6256 -0.1949
N -1.1818 -4.0597 -0.1865
*
```